12
Properties=species:S:1:pos:R:3:forces:R:3:lowdin_charge:R:1 method="wB97M-V/def2-TZVPD" orbital_gap_ev=10.21 relative_energy_ev=4.831 total_charge=0 homo_ev=-9.36 molar_mass_g_mol=86.1
C -1.854 -0.592 0.543 3.57 -0.66 -0.62 -0.265
C 0.527 0.634 -0.556 -1.31 -2.04 -3.41 -0.208
C -0.645 0.244 0.198 -2.70 -2.19 -0.93 -0.180
C 1.813 -0.043 -0.206 -0.99 2.31 -0.50 -0.001
O -2.219 -0.162 -0.674 0.81 1.10 -0.62 -0.087
O -0.216 1.444 0.357 0.13 2.48 1.34 0.147
H -1.534 -1.631 0.667 -0.38 -0.39 -0.14 0.114
H -2.344 -0.276 1.392 -1.49 0.94 1.93 0.089
H 0.242 0.866 -1.628 0.75 0.00 1.31 0.175
H 2.633 0.614 -0.283 1.33 0.48 -0.88 0.076
H 1.909 -1.005 -0.609 0.21 -1.09 -0.85 0.086
H 1.688 -0.091 0.801 0.08 -0.93 3.36 0.055